Entry a
# C3H5O3Yb

A molecular structure, C3H5O3Yb (ωB97M-V/def2-TZVPD, the Open Molecules 2025 dataset).

Last column: Mulliken spin population.
Cartesian coordinates (Å):
O  -0.7882  0.6349  1.6574  0.38
C  0.8365  -0.3981  1.9658  -0.12
C  -1.7178  -0.0887  2.4373  0.00
O  1.7898  0.3478  1.8525  0.27
O  0.3571  -1.1758  2.8981  -0.03
C  -1.0539  -1.4363  2.7243  0.05
H  -2.6791  -0.2477  1.9273  0.00
H  -1.8906  0.4591  3.3766  0.03
H  -1.1591  -2.0969  1.8519  0.00
H  -1.4127  -1.8734  3.6623  0.00
H  0.6458  -0.6759  0.4661  0.43
Yb  -0.1501  1.4747  -0.8807  0.01

Calculated values
Charge: +2
Spin multiplicity: 2
<S²>: 0.773
LUMO (spin up / spin down) (eV): -10.6 / -11.5

Entry b
# C3H5O3Yb

A molecular structure, C3H5O3Yb (ωB97M-V/def2-TZVPD, the Open Molecules 2025 dataset).

Last column: Mulliken spin population.
Cartesian coordinates (Å):
H  1.8282  -0.8719  0.9810  0.02
C  1.3611  0.0865  1.2306  0.18
C  0.3730  0.7261  0.2393  0.06
O  -0.9024  0.0575  0.2201  0.00
C  -1.2554  -0.5989  -0.8366  0.00
O  -2.4870  -0.9430  -0.7491  0.01
H  0.7820  -0.1908  2.1182  0.03
H  1.5456  1.2482  1.4943  0.00
H  -2.9334  -0.9230  -1.6080  0.00
Yb  0.3175  -0.7078  -2.7459  0.02
O  1.2196  0.3306  -0.8434  0.69
H  0.1512  1.7866  0.4995  0.00

Calculated values
Charge: +2
Spin multiplicity: 2
<S²>: 0.755
LUMO (spin up / spin down) (eV): -9.5 / -11.6

Most stable: entry b

Entry a
# C3H5Br3Si

2 unconnected molecules or ions with the total composition C3H5Br3Si (ωB97M-V/def2-TZVPD, the Open Molecules 2025 dataset).

Last column: Löwdin charge in e.
Cartesian coordinates (Å):
C  1.2845  0.1296  -0.2621  -0.28
C  0.4627  -0.1630  0.6805  0.09
C  2.7943  0.0246  -0.1805  -0.11
Si  -3.1945  -0.0374  -0.0132  -0.59
Br  -3.9959  1.7860  1.0413  0.18
Br  -3.9089  0.0742  -2.1423  0.19
Br  -4.2072  -1.8114  0.9329  0.18
H  0.9324  0.4581  -1.2333  0.09
H  0.3570  -0.4570  1.6948  0.03
H  3.1128  -0.2304  0.8263  0.07
H  3.2384  0.9731  -0.4728  0.07
H  3.1244  -0.7464  -0.8715  0.07

Calculated values
LUMO (spin up / spin down) (eV): -2.2 / -0.3

Entry b
# C3H5Br3Si

2 unconnected molecules or ions with the total composition C3H5Br3Si (ωB97M-V/def2-TZVPD, the Open Molecules 2025 dataset).

Last column: Löwdin charge in e.
Cartesian coordinates (Å):
C  0.8940  -0.4862  1.1137  -0.17
C  -0.0006  -1.5834  0.4745  -0.16
C  0.6249  -0.5442  -0.3971  -0.16
Si  -0.7431  1.6256  -1.0398  -0.51
Br  -2.4548  1.4855  0.5139  0.19
Br  0.3681  3.5503  -1.1194  0.27
Br  -1.8445  1.3879  -2.9903  0.21
H  0.4913  0.0618  1.8720  0.06
H  1.8002  -0.8881  1.3375  0.06
H  0.4799  -2.5640  0.6516  0.11
H  -1.0245  -1.5721  0.6781  0.06
H  1.4091  -0.4730  -1.0947  0.04

Calculated values
LUMO (eV): -0.9

Most stable: entry b

Entry a
# C3H5Br3Si

A single C3H5Br3Si molecule (ωB97M-V/def2-TZVPD, the Open Molecules 2025 dataset).

Last column: Löwdin charge in e.
Cartesian coordinates (Å):
Br  -0.7556  -2.0971  -2.7704  0.30
Si  0.6072  -0.8653  -1.4944  -0.56
Br  2.0385  0.2257  -2.7908  0.31
Br  1.8582  -1.8367  0.0700  0.35
C  -0.6769  0.2109  -0.1319  -0.35
C  -0.8145  -0.0228  1.3581  -0.15
C  0.0774  1.0522  0.8313  -0.25
H  -1.4200  0.7350  -0.5837  0.04
H  -0.2385  -0.8047  1.8959  0.09
H  -1.7021  0.3070  1.6673  0.05
H  -0.0887  2.1327  1.0919  0.12
H  1.1149  0.9632  0.8567  0.04

Calculated values
Structure (SMILES): Br[Si](Br)(Br)C1CC1
LUMO (eV): 0.0

Entry b
# C3H5Br3Si

2 unconnected molecules or ions with the total composition C3H5Br3Si (ωB97M-V/def2-TZVPD, the Open Molecules 2025 dataset).

Last column: Löwdin charge in e.
Cartesian coordinates (Å):
Br  3.2757  3.5102  1.5429  0.36
Si  2.2781  2.1207  0.2545  -0.74
Br  1.7036  0.4005  1.5632  0.26
Br  3.7698  1.4438  -1.2285  0.26
H  1.2264  2.1846  -0.6594  -0.11
C  -2.3481  -1.7853  -0.6967  -0.04
C  -1.3330  -0.9316  -0.8653  -0.07
C  -1.6433  -1.3031  0.5679  -0.19
H  -2.9395  -2.4851  -1.1608  0.06
H  -0.6794  -0.5928  -1.6323  0.07
H  -2.1819  -0.5136  1.1734  0.09
H  -1.1283  -2.0485  1.1410  0.06

Calculated values
Structure (SMILES): Br[SiH](Br)Br.C1=CC1
LUMO (eV): 0.3

Most stable: entry a

Entry a
# C10H16N2

A single C10H16N2 molecule (ωB97M-V/def2-TZVPD, the Open Molecules 2025 dataset).

Last column: Löwdin charge in e.
Cartesian coordinates (Å):
C  0.9782  0.0576  2.0252  -0.07
C  0.3629  1.1358  1.1389  -0.45
C  0.0900  2.2445  2.0880  -0.07
N  -0.7358  0.7750  0.2702  -0.07
N  -1.7853  0.0265  1.0084  0.01
C  -1.7947  -1.3447  0.4382  -0.15
C  -1.0190  -1.2659  -0.8369  -0.20
C  -0.3473  -0.0930  -0.8104  -0.18
C  0.4976  0.4994  -1.9574  -0.06
C  0.9650  -0.7220  -2.8156  -0.20
C  0.0584  -1.8076  -2.8252  -0.13
C  -0.8502  -2.1514  -1.8818  -0.05
H  0.1211  -0.1700  2.6399  0.05
H  1.1714  -0.9905  1.6246  0.10
H  1.6695  0.4935  2.7112  0.07
H  1.1458  1.3876  0.3403  0.14
H  -0.4808  1.7779  2.9105  0.09
H  -0.5702  2.8874  1.5452  0.07
H  0.8989  2.7519  2.5148  0.06
H  -2.6799  0.4392  0.5644  0.14
H  -2.6469  -1.9490  0.3025  0.10
H  -1.1483  -1.8893  1.2138  0.12
H  -0.1332  1.0982  -2.6691  0.13
H  1.2755  1.0565  -1.4189  0.09
H  1.9708  -1.1164  -2.4342  0.15
H  1.2207  -0.4506  -3.7591  0.07
H  0.1860  -2.5102  -3.5952  0.09
H  -1.4235  -3.0331  -2.1059  0.11

Calculated values
Structure (SMILES): CC(C)N1NCC2=C1CCC=C2
LUMO (eV): 0.9

Entry b
# C10H16N2

A single C10H16N2 molecule (ωB97M-V/def2-TZVPD, the Open Molecules 2025 dataset).

Last column: Löwdin charge in e.
Cartesian coordinates (Å):
H  3.0487  1.3393  -2.6952  0.03
N  2.3578  1.5126  -3.4108  0.08
C  1.2302  0.9461  -3.2503  -0.21
N  0.8848  0.4956  -1.8886  0.16
C  0.4255  0.1664  -0.8030  -0.06
C  0.0585  -0.2155  0.4542  -0.18
C  1.1792  -0.2507  1.5310  -0.14
C  2.4135  -0.4352  0.7317  -0.22
C  3.1253  0.5141  0.1857  -0.02
C  -1.4474  -0.3481  0.6435  -0.54
C  -2.0530  -1.0205  -0.6497  -0.04
C  -2.1882  1.0151  0.6697  -0.08
C  -1.7169  -1.1970  1.9372  -0.06
H  0.3931  1.0509  -3.9151  0.10
H  1.1949  0.6737  2.1612  0.13
H  0.9086  -1.1323  2.1596  0.11
H  2.6241  -1.4037  0.4228  0.09
H  3.8900  0.2461  -0.5660  0.07
H  2.8437  1.5342  0.2643  0.06
H  -1.2286  -1.5141  -1.1380  0.07
H  -2.8238  -1.6810  -0.2997  0.07
H  -2.4428  -0.2686  -1.3304  0.08
H  -2.0912  1.5530  -0.1928  0.03
H  -3.2801  0.9157  0.8944  0.09
H  -1.8802  1.7938  1.4887  0.11
H  -2.8956  -1.2239  2.0506  0.12
H  -1.3240  -2.2841  1.7916  0.12
H  -1.2062  -0.7819  2.7531  0.04

Calculated values
Structure (SMILES): [H]/N=C\N=C=C(CC=C)C(C)(C)C
LUMO (eV): 0.8

Most stable: entry a

Entry a
# C3H9NOS2

A single C3H9NOS2 molecule (ωB97M-V/def2-TZVPD, the Open Molecules 2025 dataset).

Last column: Löwdin charge in e.
Cartesian coordinates (Å):
N  -0.1620  -0.1065  -1.3155  0.01
C  -0.4587  -0.3831  0.0705  -0.44
C  -1.8138  0.4382  0.3570  -0.22
O  -2.7589  0.3611  -0.7155  -0.14
C  0.8171  -0.3306  0.9853  -0.59
S  2.1531  -1.4702  0.5191  0.59
S  3.3005  0.3614  -0.8597  0.35
H  0.2181  0.8688  -1.3355  0.10
H  0.4638  -0.8523  -1.4767  0.02
H  -0.7609  -1.4295  0.1963  0.13
H  -1.3941  1.3615  0.4596  0.07
H  -2.1841  0.1604  1.3123  0.10
H  -2.2349  0.0709  -1.6588  0.18
H  1.1447  0.6674  1.2508  0.06
H  0.5010  -0.7327  1.9193  0.05
H  3.1690  1.0153  0.2915  -0.26

Calculated values
Structure (SMILES): N[C@H](CO)CSS
LUMO (eV): -1.9

Entry b
# C3H9NOS2

A single C3H9NOS2 molecule (ωB97M-V/def2-TZVPD, the Open Molecules 2025 dataset).

Last column: Löwdin charge in e.
Cartesian coordinates (Å):
N  1.4128  -1.2506  -0.2879  0.04
C  0.5376  -0.0917  0.0033  -0.46
C  0.9275  1.0751  -0.9146  -0.23
O  2.1271  1.6983  -0.5030  -0.05
C  -0.9511  -0.3920  0.0196  -0.51
S  -1.5446  -1.1238  1.6393  0.41
S  -3.0773  0.2792  1.8586  0.32
H  0.7631  -2.0489  -0.3397  0.07
H  1.6997  -1.2569  -1.2722  0.07
H  0.7106  0.2681  1.0203  0.12
H  1.0693  0.7548  -1.9483  0.12
H  0.1777  1.8580  -0.8134  0.12
H  2.8454  1.0763  -0.4862  0.08
H  -1.3676  -1.0968  -0.7045  0.07
H  -1.5568  0.5004  -0.1486  0.03
H  -3.7733  -0.2494  2.8772  -0.20

Calculated values
Structure (SMILES): N[C@@H](CO)CSS
LUMO (eV): 0.3

Most stable: entry b

Entry a
# CH2Cl2NO2P

A single CH2Cl2NO2P molecule (ωB97M-V/def2-TZVPD, the Open Molecules 2025 dataset).

Last column: Löwdin charge in e.
Cartesian coordinates (Å):
C  1.2491  -0.3078  0.0939  -1.40
N  -1.8668  0.3114  -0.0828  -0.12
O  0.5025  0.1947  -0.9700  -0.32
O  0.5533  0.1167  1.1827  -0.29
P  -0.4001  1.0885  0.1499  0.90
Cl  2.9441  0.5339  -0.0071  0.50
Cl  1.6689  -2.0244  0.0981  0.65
H  -1.8948  -0.6478  -0.0821  0.01
H  -2.7562  0.7349  -0.3826  0.07

Calculated values
LUMO (eV): 0.7

Entry b
# CH2Cl2NO2P

A single CH2Cl2NO2P molecule (ωB97M-V/def2-TZVPD, the Open Molecules 2025 dataset).

Last column: Löwdin charge in e.
Cartesian coordinates (Å):
H  2.3449  0.1184  1.5569  0.07
N  2.0636  0.6905  0.7176  0.12
C  0.8066  0.4476  0.6291  -0.42
O  0.0506  0.7812  -0.3930  -0.21
P  -1.2066  -0.0649  -0.9087  -0.14
O  -2.4213  0.7254  -1.2318  -0.34
Cl  -1.5586  -1.2766  0.6793  0.43
Cl  -0.4416  -1.1605  -2.3362  0.46
H  0.3623  -0.2612  1.2870  0.03

Calculated values
Structure (SMILES): [H]/N=C/OP(=O)(Cl)Cl
LUMO (eV): 0.1

Most stable: entry b

Entry a
# CH7N3O

2 unconnected molecules or ions with the total composition CH7N3O (ωB97M-V/def2-TZVPD, the Open Molecules 2025 dataset).

Last column: Löwdin charge in e.
Cartesian coordinates (Å):
N  -0.1796  -0.1414  1.0953  0.08
C  -0.7119  -0.1436  -0.0777  -0.61
N  -2.0792  -0.2097  -0.3230  0.11
N  0.0718  0.0259  -1.1829  0.13
H  -0.8911  -0.3541  1.7872  0.05
H  -2.5703  -0.9119  0.2085  0.09
H  -2.3769  -0.1779  -1.2903  0.08
H  -0.3570  0.3466  -2.0344  0.09
H  1.0050  0.3932  -1.0495  0.07
O  2.5370  0.3461  0.4796  -0.10
H  1.6880  -0.0151  0.8098  -0.02
H  2.7890  1.0241  1.1102  0.03

Calculated values
Structure (SMILES): N=C(N)N.O
LUMO (eV): 0.8

Entry b
# CH7N3O

A molecular structure, CH7N3O (ωB97M-V/def2-TZVPD, the Open Molecules 2025 dataset).

Last column: Löwdin charge in e.
Cartesian coordinates (Å):
C  0.2410  0.2833  0.4541  -0.66
N  0.2014  -1.0046  -0.1178  -0.12
N  -0.3610  -1.1468  -1.4032  0.00
N  -1.0297  0.8632  0.5447  0.08
O  0.9494  0.3851  1.6183  -0.02
H  1.7290  -0.2230  1.4045  0.13
H  1.1315  -1.4153  -0.1128  0.11
H  1.0932  1.0459  -0.3040  0.17
H  -0.0636  -0.3860  -2.0178  0.07
H  -1.3725  -1.1450  -1.3158  0.07
H  -1.2194  1.2537  1.4528  0.08
H  -1.2994  1.4894  -0.2031  0.08

Calculated values
LUMO (eV): 0.8

Entry c
# CH7N3O

2 unconnected molecules or ions with the total composition CH7N3O (ωB97M-V/def2-TZVPD, the Open Molecules 2025 dataset).

Last column: Löwdin charge in e.
Cartesian coordinates (Å):
N  0.3258  1.0132  0.4360  0.08
C  0.6481  0.0336  -0.3468  -0.60
N  1.6329  0.1744  -1.3138  0.11
N  -0.0253  -1.1639  -0.3585  0.13
H  1.1157  1.6533  0.5234  0.04
H  1.9355  1.1262  -1.4127  0.08
H  1.6181  -0.2915  -2.1887  0.08
H  -0.3746  -1.5079  -1.2332  0.09
H  -0.8272  -1.0777  0.2579  0.06
O  -2.2214  -0.1531  1.5874  -0.09
H  -1.3363  0.2593  1.5491  -0.01
H  -2.4913  -0.0658  2.4998  0.03

Calculated values
Structure (SMILES): N=C(N)N.O
LUMO (eV): 0.9

Most stable: entry a

Entry a
# C6H8O3

A single C6H8O3 molecule (ωB97M-V/def2-TZVPD, the Open Molecules 2025 dataset).

Last column: Löwdin charge in e.
Cartesian coordinates (Å):
C  1.5392  -1.2842  -0.9434  -0.03
C  0.5957  -0.3472  -0.2707  -0.20
C  0.7352  0.2048  0.9542  -0.21
O  1.8018  0.1539  1.8023  0.09
C  -0.5459  0.8337  1.2922  -0.26
O  -0.8262  1.5216  2.2558  0.11
C  -1.5836  0.4612  0.1617  -0.30
O  -2.4439  1.5204  -0.1691  -0.01
C  -0.6654  0.0638  -0.9857  -0.08
H  0.9861  -2.0579  -1.4876  0.09
H  2.1791  -1.7994  -0.2208  0.08
H  2.1737  -0.7521  -1.6577  0.09
H  2.5810  -0.1417  1.3057  0.11
H  -2.1670  -0.3942  0.5196  0.16
H  -2.7805  1.8730  0.6773  0.11
H  -0.4761  0.8993  -1.6691  0.14
H  -1.1033  -0.7552  -1.5647  0.12

Calculated values
Structure (SMILES): CC1=C(O)C(=O)[C@@H](O)C1
LUMO (eV): 0.5

Entry b
# C6H8O3

A single C6H8O3 molecule (ωB97M-V/def2-TZVPD, the Open Molecules 2025 dataset).

Last column: Löwdin charge in e.
Cartesian coordinates (Å):
C  2.3137  0.4774  -0.2982  0.01
C  1.2991  -0.5452  0.0759  -0.07
C  -0.3290  -0.3160  0.1563  -0.41
C  -0.9655  -1.8309  -0.0859  -0.05
C  -1.0366  0.7862  -0.8568  -0.08
O  -1.4739  1.8899  0.0364  -0.05
C  -0.6852  1.6552  1.2826  -0.23
O  0.0479  2.4939  2.0180  0.05
O  -0.8873  0.1790  1.4579  -0.03
H  3.4370  0.1032  -0.3989  0.08
H  1.9946  1.5960  -0.4272  0.08
H  1.6935  -1.6156  0.3903  0.11
H  -0.6878  -2.1161  -1.1964  0.11
H  -2.1396  -1.6996  0.0725  0.11
H  -0.4836  -2.5274  0.7221  0.09
H  -0.1252  1.1385  -1.5075  0.13
H  -1.9721  0.3314  -1.4410  0.16

Calculated values
Structure (SMILES): C=C[C@]1(C)COC(=O)O1
LUMO (eV): 0.4

Most stable: entry a